{"formula": "C4H12O4", "method": "the ωB97M-V functional and the def2-TZVPD basis", "smiles": "C=CC(=C)O.O.O.O", "e_lumo_ha": 0.0217, "relative_energy_kj_mol": 183.6, "orbital_gap_ev": 9.49, "symbols": ["C", "C", "C", "C", "O", "H", "H", "H", "H", "H", "H", "O", "H", "H", "O", "H", "H", "O", "H", "H"], "positions_angstrom": [[1.239, 2.824, -0.899], [0.810, 2.025, 0.063], [-0.611, 1.889, 0.477], [-1.232, 2.819, 1.194], [-1.070, 0.633, 0.287], [0.508, 3.372, -1.485], [2.280, 2.997, -1.131], [1.489, 1.372, 0.606], [-2.264, 2.671, 1.515], [-0.939, 3.844, 1.364], [-1.992, 0.452, 0.527], [-2.725, -0.950, 1.940], [-1.956, -1.547, 1.958], [-2.716, -0.559, 2.822], [4.395, -4.265, -3.246], [3.853, -4.318, -4.040], [4.188, -5.031, -2.707], [-0.893, -2.543, 0.464], [0.067, -2.487, 0.394], [-1.202, -1.840, -0.111]], "lowdin_charge": [0.022, -0.131, -0.439, 0.055, 0.014, 0.066, 0.055, 0.109, 0.060, 0.060, 0.083, -0.064, 0.024, 0.051, -0.060, 0.032, 0.028, -0.049, 0.054, 0.028]}

***

{"formula": "C4H2N2O4", "method": "the ωB97M-V functional and the def2-TZVPD basis", "e_lumo_ha": -0.0478, "relative_energy_kj_mol": 334.5, "orbital_gap_ev": 9.97, "symbols": ["C", "C", "C", "C", "H", "H", "N", "N", "O", "O", "O", "O"], "positions_angstrom": [[1.690, -2.051, -0.887], [0.837, -1.016, -0.409], [-0.083, -0.325, -0.840], [-0.480, 0.488, 0.335], [0.971, -3.239, -0.675], [-0.758, -0.250, -1.854], [0.113, 0.177, 1.315], [-1.585, 1.506, 0.417], [2.782, -1.910, -1.506], [1.039, -0.754, 0.900], [-2.222, 1.756, -0.717], [-1.810, 2.049, 1.474]], "lowdin_charge": [-0.132, -0.362, 0.061, -0.223, 0.225, 0.203, 0.195, -0.251, 0.074, 0.070, 0.016, 0.125]}

***

{"formula": "C2H6S", "method": "the ωB97M-V functional and the def2-TZVPD basis", "smiles": "C=C.S", "e_lumo_ha": 0.0321, "relative_energy_kj_mol": 91.6, "orbital_gap_ev": 10.70, "symbols": ["C", "C", "H", "H", "H", "H", "S", "H", "H"], "positions_angstrom": [[0.672, 0.311, 2.158], [1.385, -0.598, 1.510], [1.115, 0.931, 2.927], [-0.381, 0.448, 1.953], [2.440, -0.750, 1.700], [0.938, -1.211, 0.739], [-0.863, 0.148, -1.614], [-1.263, -0.815, -2.460], [-2.028, 0.805, -1.744]], "lowdin_charge": [-0.085, -0.091, 0.043, 0.038, 0.044, 0.023, 0.474, -0.223, -0.222]}

***

{"formula": "C45H38Cl2N13NaO3", "method": "the ωB97M-V functional and the def2-TZVPD basis", "e_lumo_ha": 0.1061, "relative_energy_kj_mol": 36.2, "orbital_gap_ev": 3.81, "total_charge": -2, "symbols": ["Na", "O", "C", "N", "C", "C", "C", "C", "C", "C", "N", "C", "O", "C", "C", "C", "C", "C", "N", "C", "C", "C", "C", "C", "N", "H", "H", "H", "H", "H", "H", "H", "H", "H", "H", "H", "H", "C", "N", "C", "N", "C", "N", "C", "C", "C", "C", "C", "C", "C", "N", "N", "C", "O", "C", "C", "C", "C", "C", "C", "N", "C", "N", "C", "N", "C", "H", "H", "H", "H", "H", "H", "H", "H", "H", "H", "H", "H", "H", "H", "H", "H", "Cl", "C", "Cl", "H", "H", "C", "C", "C", "C", "C", "C", "N", "H", "H", "H", "H", "H", "H", "H", "H"], "positions_angstrom": [[-0.087, 0.194, -0.952], [-0.072, 4.597, -0.078], [0.028, 3.341, -0.113], [-0.635, 2.411, -0.747], [-1.704, 2.655, -1.625], [-1.919, 3.852, -2.315], [-2.943, 3.979, -3.251], [-3.787, 2.907, -3.500], [-3.615, 1.715, -2.802], [-2.589, 1.557, -1.865], [-2.325, 0.367, -1.181], [-3.214, -0.549, -0.910], [-4.461, -0.619, -1.075], [-2.566, -1.784, -0.276], [-3.211, -3.016, -0.396], [-2.627, -4.143, 0.146], [-1.430, -4.012, 0.843], [-0.875, -2.749, 0.944], [-1.406, -1.658, 0.388], [1.095, 2.738, 0.816], [1.722, 3.570, 1.747], [2.632, 3.030, 2.638], [2.911, 1.668, 2.580], [2.264, 0.922, 1.609], [1.387, 1.434, 0.746], [-1.255, 4.679, -2.109], [-3.077, 4.917, -3.783], [-4.586, 2.997, -4.229], [-4.276, 0.876, -2.970], [-4.154, -3.042, -0.925], [-3.093, -5.116, 0.034], [-0.931, -4.870, 1.279], [0.053, -2.592, 1.494], [1.454, 4.617, 1.739], [3.121, 3.659, 3.375], [3.613, 1.202, 3.260], [2.460, -0.145, 1.500], [-0.569, -2.301, 6.883], [-0.067, -1.551, 5.756], [1.190, -1.518, 5.277], [1.261, -0.745, 4.226], [-0.024, -0.306, 4.090], [-0.866, -0.762, 5.002], [-1.502, -3.427, 6.505], [-2.763, -3.503, 7.071], [-3.606, -4.567, 6.775], [-3.204, -5.544, 5.884], [-1.957, -5.444, 5.272], [-1.108, -4.400, 5.592], [-1.603, -6.433, 4.242], [-2.261, -7.480, 3.894], [-1.559, -8.043, 2.825], [-0.546, -7.279, 2.619], [-0.501, -6.252, 3.490], [0.445, -7.368, 1.538], [0.214, -8.268, 0.504], [1.085, -8.313, -0.570], [2.178, -7.460, -0.618], [2.420, -6.564, 0.412], [3.592, -5.614, 0.319], [3.235, -4.305, -0.189], [2.730, -3.231, 0.444], [2.490, -2.267, -0.409], [2.868, -2.811, -1.602], [3.340, -4.041, -1.517], [1.549, -6.529, 1.496], [-1.075, -1.626, 7.570], [0.312, -2.699, 7.387], [2.008, -2.067, 5.727], [-0.334, 0.349, 3.285], [-3.089, -2.724, 7.750], [-4.587, -4.621, 7.228], [-3.854, -6.368, 5.617], [-0.143, -4.322, 5.099], [-0.660, -8.905, 0.552], [0.895, -8.995, -1.389], [2.834, -7.463, -1.482], [4.324, -6.007, -0.380], [4.071, -5.499, 1.291], [2.551, -3.201, 1.512], [2.759, -2.289, -2.547], [1.704, -5.814, 2.297], [5.959, 1.767, -1.719], [4.357, 1.518, -0.946], [3.239, 0.624, -1.943], [3.932, 2.493, -0.741], [4.523, 0.971, -0.029], [0.716, 1.611, -4.144], [0.690, 0.107, -4.212], [0.797, -0.681, -5.349], [0.567, -2.024, -4.927], [0.336, -1.956, -3.561], [-0.057, -3.088, -2.645], [0.430, -0.665, -3.110], [1.276, 2.024, -4.989], [1.172, 1.975, -3.220], [-0.294, 2.031, -4.175], [0.995, -0.326, -6.355], [0.561, -2.923, -5.535], [0.516, -4.001, -2.854], [-1.121, -3.341, -2.739], [0.109, -2.817, -1.599]], "lowdin_charge": [0.233, -0.069, -0.505, 0.082, -0.205, -0.048, -0.143, -0.139, -0.036, -0.197, 0.079, -0.506, -0.065, -0.169, -0.019, -0.078, -0.082, -0.166, 0.126, -0.173, -0.023, -0.089, -0.109, -0.194, 0.111, 0.087, 0.075, 0.077, 0.093, 0.108, 0.096, 0.069, 0.085, 0.101, 0.091, 0.087, 0.088, -0.095, -0.152, -0.179, 0.093, -0.184, 0.125, -0.194, -0.034, -0.062, -0.020, -0.130, 0.039, -0.297, 0.121, 0.122, -0.312, 0.123, -0.150, -0.020, -0.057, -0.024, -0.185, -0.096, -0.135, -0.169, 0.104, -0.224, 0.117, 0.023, 0.121, 0.127, 0.121, 0.119, 0.112, 0.104, 0.113, 0.127, 0.113, 0.105, 0.118, 0.117, 0.124, 0.121, 0.099, 0.124, 0.453, -1.015, 0.649, 0.025, 0.007, -0.074, -0.430, -0.128, -0.130, -0.434, -0.074, 0.040, 0.060, 0.024, 0.062, 0.062, 0.061, 0.058, 0.065, 0.033]}

***

{"formula": "C49H46N8Na", "method": "the ωB97M-V functional and the def2-TZVPD basis", "e_lumo_ha": 0.0724, "relative_energy_kj_mol": 216.7, "orbital_gap_ev": 5.70, "total_charge": -1, "symbols": ["Na", "C", "C", "C", "C", "C", "C", "C", "H", "H", "H", "H", "H", "H", "H", "H", "N", "C", "C", "C", "C", "C", "C", "C", "C", "C", "C", "C", "C", "N", "C", "C", "C", "C", "N", "H", "H", "H", "H", "H", "H", "H", "H", "H", "H", "C", "C", "C", "C", "C", "C", "C", "N", "C", "N", "C", "C", "C", "C", "C", "C", "C", "N", "C", "C", "C", "C", "C", "C", "C", "H", "H", "H", "H", "H", "H", "H", "H", "H", "H", "H", "H", "H", "H", "H", "H", "H", "H", "H", "H", "H", "H", "C", "C", "N", "C", "C", "N", "H", "H", "H", "H", "H", "H"], "positions_angstrom": [[-0.009, -0.450, 1.276], [1.963, -2.100, 5.481], [2.538, -2.183, 4.088], [3.329, -1.159, 3.577], [3.857, -1.241, 2.295], [3.597, -2.352, 1.506], [2.795, -3.373, 2.000], [2.275, -3.287, 3.282], [2.494, -2.769, 6.164], [0.911, -2.395, 5.483], [2.031, -1.085, 5.874], [3.511, -0.275, 4.178], [4.457, -0.425, 1.910], [4.002, -2.419, 0.503], [2.554, -4.228, 1.378], [1.630, -4.078, 3.651], [-2.786, -7.901, -5.509], [-2.406, -7.107, -4.769], [-1.926, -6.105, -3.847], [-0.660, -6.228, -3.278], [-0.201, -5.258, -2.402], [-0.985, -4.154, -2.082], [-2.254, -4.051, -2.644], [-2.725, -5.011, -3.524], [-0.499, -3.103, -1.130], [0.278, -2.136, -1.660], [0.829, -2.119, -3.065], [1.791, -0.194, -3.567], [1.806, 0.503, -2.182], [0.863, -1.027, -0.947], [-0.955, -3.333, 0.244], [-1.669, -4.474, 0.668], [-1.856, -4.326, 2.050], [-1.254, -3.105, 2.379], [-0.711, -2.502, 1.306], [-0.047, -7.085, -3.527], [0.779, -5.350, -1.950], [-2.873, -3.200, -2.381], [-3.710, -4.923, -3.965], [0.728, -3.053, -3.607], [2.326, 0.307, -4.370], [2.374, 1.424, -2.093], [-1.994, -5.303, 0.056], [-2.360, -5.005, 2.722], [-1.211, -2.629, 3.354], [-0.093, 4.690, -3.588], [0.890, 5.252, -2.595], [1.433, 6.518, -2.766], [2.333, 7.059, -1.855], [2.713, 6.301, -0.758], [2.201, 5.024, -0.574], [1.275, 4.495, -1.475], [0.744, 3.213, -1.322], [0.554, 2.442, -0.160], [0.532, 3.165, 0.992], [0.451, 2.711, 2.367], [0.561, 1.355, 2.695], [0.409, 1.110, 4.075], [0.164, 2.096, 5.030], [0.092, 3.424, 4.627], [0.243, 3.756, 3.285], [0.169, 5.204, 2.856], [0.378, 1.181, -0.208], [0.454, 0.402, -1.400], [2.229, -0.829, -1.523], [2.259, -1.528, -2.904], [0.420, -0.841, -3.911], [-0.781, -0.089, -3.453], [-0.804, 0.489, -2.250], [-2.013, 1.227, -1.726], [-0.266, 5.399, -4.398], [-1.054, 4.472, -3.116], [0.264, 3.758, -4.039], [1.135, 7.098, -3.633], [2.729, 8.056, -2.003], [3.423, 6.694, -0.040], [2.523, 4.424, 0.269], [0.384, 2.776, -2.153], [0.453, 4.158, 0.857], [0.473, 0.078, 4.432], [0.029, 1.842, 6.079], [-0.082, 4.213, 5.351], [0.028, 5.850, 3.723], [-0.667, 5.395, 2.170], [1.085, 5.530, 2.349], [3.051, -0.935, -0.820], [3.130, -2.104, -3.211], [0.353, -1.092, -4.968], [-1.662, -0.055, -4.091], [-2.915, 0.887, -2.241], [-1.925, 2.306, -1.889], [-2.132, 1.080, -0.653], [-3.676, -1.375, 0.275], [-3.632, -0.127, 1.093], [-2.567, 0.371, 1.668], [-2.972, 1.502, 2.347], [-4.309, 1.691, 2.175], [-4.722, 0.643, 1.370], [-2.776, -1.439, -0.338], [-4.557, -1.394, -0.371], [-3.676, -2.264, 0.914], [-2.260, 2.093, 2.911], [-4.991, 2.444, 2.535], [-5.659, 0.463, 1.063]], "lowdin_charge": [0.219, -0.061, -0.282, -0.057, -0.088, -0.113, -0.083, -0.057, 0.075, 0.074, 0.067, 0.110, 0.099, 0.086, 0.102, 0.111, 0.132, -0.194, -0.245, -0.026, -0.016, -0.198, -0.002, -0.025, -0.074, -0.137, -0.109, -0.124, -0.076, 0.079, -0.308, -0.088, -0.135, -0.219, 0.007, 0.114, 0.128, 0.120, 0.114, 0.130, 0.130, 0.133, 0.087, 0.067, 0.090, -0.043, -0.213, -0.063, -0.107, -0.093, -0.034, -0.198, 0.142, -0.348, 0.126, -0.240, -0.077, -0.166, -0.131, -0.104, -0.256, -0.065, 0.134, -0.320, -0.127, -0.099, -0.172, 0.001, -0.173, -0.026, 0.074, 0.081, 0.082, 0.104, 0.093, 0.101, 0.117, 0.101, 0.083, 0.058, 0.082, 0.089, 0.068, 0.079, 0.068, 0.121, 0.133, 0.133, 0.110, 0.081, 0.069, 0.057, -0.002, -0.400, 0.116, -0.117, -0.106, 0.078, 0.062, 0.076, 0.079, 0.093, 0.094, 0.140]}